Record 1
45
Properties=species:S:1:pos:R:3:nbo_charge:R:1 method="wB97M-V/def2-TZVPD" lumo_ev="-3.52 / -2.30" spin_multiplicity=7 de_lowest_ev=0.195 homo_lumo_gap_ev="8.681 / 9.915" homo_energy_ev="-12.2 / -12.2" total_charge=+1
Eu 0.892 -0.372 -0.550 1.735
C -1.785 1.767 -1.479 -0.237
C -0.906 2.548 -0.519 -0.233
N 0.523 2.257 -0.716 -0.660
C 1.186 2.994 -1.803 -0.236
C 0.937 2.442 -3.202 -0.535
S 1.077 0.634 -3.337 0.278
C -0.603 0.157 -3.873 -0.526
C -1.591 -0.312 -2.798 -0.245
N -1.411 0.344 -1.492 -0.665
H -1.685 2.160 -2.488 0.196
H -2.832 1.898 -1.202 0.215
H -1.154 2.258 0.503 0.211
H -1.113 3.618 -0.613 0.205
H 1.003 2.508 0.139 0.411
H 2.254 2.959 -1.596 0.216
H 0.895 4.048 -1.797 0.205
H 1.672 2.868 -3.881 0.251
H -0.043 2.719 -3.584 0.222
H -0.460 -0.653 -4.585 0.261
H -0.979 1.006 -4.440 0.226
H -1.458 -1.372 -2.631 0.246
H -2.601 -0.162 -3.184 0.201
H -1.984 -0.169 -0.834 0.406
O 0.792 -2.123 -1.818 -0.707
C 0.309 -2.618 -0.740 0.620
O -0.829 -2.306 -0.364 -0.649
C 1.341 -2.924 0.392 0.705
O 1.225 -3.789 1.219 -0.592
O 2.152 -1.895 0.371 -0.775
C 0.308 -2.238 4.918 -0.421
N 0.420 -1.372 3.751 -0.363
C 1.440 -0.352 3.568 -0.316
C 1.144 0.080 2.157 0.690
O 1.795 0.855 1.447 -0.647
N 0.040 -0.548 1.691 -0.692
C -0.325 -1.443 2.656 0.693
N -1.332 -2.284 2.490 -0.751
H 1.234 -2.180 5.481 0.238
H 0.181 -3.276 4.607 0.225
H -0.518 -1.939 5.565 0.220
H 2.449 -0.756 3.645 0.262
H 1.330 0.483 4.262 0.247
H -1.550 -2.477 1.523 0.453
H -1.441 -3.044 3.140 0.415



Record 2
49
Properties=species:S:1:pos:R:3:nbo_charge:R:1 method="wB97M-V/def2-TZVPD" smiles="[H]/N=C(/N)NCCCCn1[nH]c(C(F)(F)C(F)(F)F)n/c1=[NH+]/CCCS(=O)(=O)O" lumo_ev=-4.87 spin_multiplicity=1 homo_lumo_gap_ev=7.969 homo_energy_ev=-12.8 total_charge=+1
H 2.074 3.077 0.049 0.343
N 1.303 3.072 0.758 -0.655
C 0.131 3.450 0.103 0.562
N -1.112 3.537 0.980 -0.900
N 0.162 3.761 -1.377 -0.703
C -0.753 2.865 -2.185 -0.232
C 0.006 2.097 -3.420 -0.425
C 1.074 1.005 -2.743 -0.434
C 0.281 -0.425 -2.510 -0.256
N -0.615 -0.468 -1.307 -0.220
N -1.995 -0.428 -1.450 -0.347
C -2.723 -0.471 -0.124 0.360
C -4.342 -0.481 0.181 0.614
F -4.919 -1.562 -0.702 -0.310
F -4.949 0.832 -0.142 -0.284
C -4.623 -0.979 1.743 0.946
F -3.898 -2.269 2.051 -0.311
F -4.139 0.027 2.755 -0.302
F -6.079 -1.289 1.885 -0.289
N -1.674 -0.506 1.006 -0.414
C -0.407 -0.530 0.176 0.602
N 0.797 -0.603 0.814 -0.593
C 2.176 -0.682 0.215 -0.248
C 3.126 -1.467 1.345 -0.423
C 2.409 -2.967 1.517 -0.657
S 3.463 -4.193 2.464 2.087
O 2.933 -5.675 2.350 -0.838
O 4.927 -4.075 1.911 -0.840
O 3.354 -3.776 4.139 -0.810
H -1.035 4.427 1.542 0.404
H -1.086 2.710 1.632 0.390
H -0.184 4.753 -1.519 0.398
H -1.249 2.108 -1.419 0.181
H -1.611 3.529 -2.629 0.218
H 0.674 2.902 -3.963 0.249
H -0.757 1.588 -4.158 0.217
H 1.867 0.794 -3.609 0.249
H 1.607 1.421 -1.786 0.240
H 1.038 -1.347 -2.565 0.254
H -0.420 -0.561 -3.467 0.245
H -2.462 -0.370 -2.390 0.469
H 0.755 -0.616 1.878 0.452
H 2.575 0.433 0.075 0.247
H 2.269 -1.319 -0.763 0.229
H 3.184 -0.877 2.364 0.243
H 4.187 -1.621 0.863 0.282
H 1.339 -2.905 1.991 0.243
H 2.301 -3.371 0.402 0.275
H 2.389 -3.469 4.252 0.492



Record 3
48
Properties=species:S:1:pos:R:3:nbo_charge:R:1 method="wB97M-V/def2-TZVPD" lumo_ev="-10.19 / -11.92" spin_multiplicity=6 homo_lumo_gap_ev="5.759 / 3.811" homo_energy_ev="-15.9 / -15.7" total_charge=+2
C 0.222 -0.072 -3.948 -0.794
I -2.560 -0.296 -2.966 0.499
H 1.237 -0.007 -3.550 0.239
H -0.031 0.839 -4.505 0.262
H 0.083 -0.966 -4.560 0.269
Fe -0.289 -0.124 -2.093 0.753
P 0.182 1.822 -1.350 0.948
C -1.328 2.867 -1.325 -0.912
C 0.990 2.463 0.186 -0.890
H 1.405 3.470 -0.014 0.279
H 1.072 3.712 -2.547 0.285
H 1.783 1.763 0.504 0.279
H 2.247 2.359 -2.465 0.271
H -1.836 2.730 -0.360 0.278
H 0.238 2.517 0.992 0.298
C 1.200 2.627 -2.640 -0.922
H -1.031 3.915 -1.468 0.288
H 0.917 2.264 -3.631 0.237
H -2.000 2.530 -2.123 0.238
P 0.274 -1.993 -1.079 0.921
C -1.172 -3.093 -0.849 -0.917
C 1.206 -2.931 -2.350 -0.921
H 1.863 -1.571 0.722 0.280
H 1.796 -3.333 0.331 0.281
H 0.514 -2.579 1.294 0.291
C 1.206 -2.408 0.456 -0.901
H 2.257 -2.628 -2.319 0.269
H 1.149 -4.004 -2.123 0.285
H -0.882 -4.144 -0.954 0.287
H -1.929 -2.836 -1.594 0.234
H 0.808 -2.713 -3.346 0.235
H -1.589 -2.941 0.151 0.280
C -1.204 -0.035 -0.068 0.521
O -2.287 -0.058 0.402 -0.464
F -1.573 2.235 2.749 -0.326
C -1.480 1.096 3.478 0.956
F -1.324 1.508 4.781 -0.299
F -2.678 0.460 3.399 -0.309
C -0.273 0.147 2.966 0.036
O -0.062 0.108 1.633 -0.718
C 1.041 0.758 3.643 0.973
F 1.134 0.585 4.987 -0.286
F 2.137 0.212 3.050 -0.318
F 1.104 2.101 3.434 -0.320
C -0.566 -1.252 3.633 0.963
F -1.034 -1.181 4.912 -0.287
F -1.510 -1.909 2.886 -0.332
F 0.573 -2.013 3.640 -0.319



Record 4
37
Properties=species:S:1:pos:R:3:nbo_charge:R:1 method="wB97M-V/def2-TZVPD" lumo_ev=-4.36 spin_multiplicity=1 homo_lumo_gap_ev=6.912 homo_energy_ev=-11.3 total_charge=+1
F -4.546 3.484 -2.456 -0.376
C -3.630 4.440 -2.903 0.044
C -2.202 3.973 -2.553 -0.444
C -2.062 2.427 -2.413 -0.431
C -1.951 2.036 -0.948 -0.022
C -0.972 1.124 -0.547 -0.070
C -0.821 0.777 0.796 -0.223
C -1.664 1.350 1.707 0.069
N -2.614 2.191 1.298 -0.413
C -2.776 2.545 0.020 0.079
H -3.735 4.587 -3.985 0.183
H -3.865 5.412 -2.449 0.180
H -1.531 4.343 -3.337 0.241
H -1.876 4.474 -1.631 0.205
H -1.089 2.177 -2.857 0.232
H -2.838 1.870 -2.945 0.263
H -0.302 0.660 -1.269 0.249
H -0.063 0.065 1.116 0.272
H -1.573 1.126 2.767 0.250
H -3.244 2.587 1.989 0.449
H -3.549 3.256 -0.267 0.259
C 3.053 -4.961 0.043 -0.254
O 3.833 -4.590 1.167 -0.547
C 4.326 -3.262 1.087 -0.090
C 3.526 -2.322 1.964 -0.091
O 2.196 -2.153 1.475 -0.565
C 1.250 -2.907 2.218 -0.257
H 2.567 -5.909 0.270 0.196
H 2.283 -4.217 -0.177 0.168
H 3.693 -5.097 -0.835 0.173
H 4.335 -2.911 0.050 0.175
H 5.360 -3.278 1.442 0.193
H 3.999 -1.335 1.944 0.184
H 3.518 -2.672 2.999 0.182
H 1.109 -2.458 3.208 0.165
H 1.559 -3.948 2.329 0.195
H 0.300 -2.882 1.683 0.178



Record 5
38
Properties=species:S:1:pos:R:3:nbo_charge:R:1 method="wB97M-V/def2-TZVPD" lumo_ev=0.47 spin_multiplicity=1 de_lowest_ev=0.000 homo_lumo_gap_ev=8.618 homo_energy_ev=-8.1 total_charge=0
Pd 1.302 -0.009 -0.430 0.369
I 3.593 -0.345 -2.082 0.088
C 2.712 1.285 -0.998 -0.732
H 2.477 2.055 -1.727 0.197
H 3.431 1.619 -0.258 0.201
C -1.092 0.506 -4.810 -0.709
C -0.573 0.493 -3.390 0.679
N -0.268 1.702 -2.859 -0.825
O -0.429 -0.553 -2.779 -0.642
H -1.308 1.506 -5.183 0.205
H -1.993 -0.104 -4.856 0.240
H -0.343 0.041 -5.450 0.242
H -0.466 2.554 -3.348 0.394
H 0.058 1.737 -1.902 0.419
C -0.050 -4.265 0.382 -0.977
Sb 0.074 -2.158 0.653 1.114
C -1.678 -1.854 1.821 -0.985
C 1.383 -2.279 2.336 -0.990
H 0.020 -4.741 1.359 0.228
H 0.768 -4.607 -0.250 0.234
H -0.995 -4.532 -0.087 0.232
H -1.627 -2.452 2.729 0.226
H -2.575 -2.118 1.261 0.229
H -1.719 -0.795 2.076 0.244
H 0.880 -2.722 3.194 0.221
H 1.708 -1.269 2.580 0.235
H 2.257 -2.880 2.085 0.227
C -1.113 2.864 2.559 -0.242
C 0.243 2.642 2.761 -0.230
C 0.967 1.858 1.870 -0.221
C 0.348 1.267 0.767 -0.194
C -1.015 1.499 0.575 -0.315
C -1.738 2.293 1.459 -0.204
H -1.677 3.476 3.251 0.210
H 0.740 3.084 3.616 0.209
H 2.024 1.705 2.047 0.199
H -1.529 1.041 -0.264 0.214
H -2.797 2.458 1.293 0.208